The following is a quantum chemistry calculation of C6H3NO as an isolated structure at a distorted geometry, from the Open Molecules 2025 dataset.

XYZ file:
```
11
Properties=species:S:1:pos:R:3:forces:R:3:nbo_charge:R:1
C -0.791544 0.712435 -0.380987 -1.227 -0.380 2.515 -0.1398
C -0.823501 1.008715 -1.733649 -3.450 3.020 -16.362 0.2737
C 0.127161 -0.165521 0.307103 -2.535 1.242 -2.788 0.0337
C 0.981999 -0.744988 0.848873 5.704 -1.909 4.598 0.0005
C 2.067413 -1.132105 1.782512 -1.250 -0.549 -0.788 -0.0730
C 2.852294 -1.598467 2.600597 -1.136 -2.087 -0.453 -0.1931
H -2.728868 1.372572 -0.425695 2.027 -5.536 0.439 0.4818
H -0.573897 1.661338 0.118841 -0.566 0.280 0.344 0.2490
H 3.228529 -2.538350 3.180544 -0.399 2.772 -1.143 0.2771
N -1.273739 1.285172 -2.981073 4.885 -2.592 12.497 -0.2879
O -2.186566 0.253478 -0.319108 -2.053 5.740 1.140 -0.6220
```
Positions in Å, forces in eV/Å.

Output
- Charge: 0
- HOMO-LUMO gap: 9.99 eV
- Energy relative to the best compared isomer or geometry (same formula, charge and spin): 168.9 kcal per mole
- HOMO: -10.369 eV
- E_tot: -9798.885 eV

***

The following is a quantum chemistry calculation of C4H8Si2 as an isolated structure at a distorted geometry, from the Open Molecules 2025 dataset.

XYZ file:
```
14
Properties=species:S:1:pos:R:3:forces:R:3:nbo_charge:R:1
C -1.348636 -0.858053 0.586312 0.507 0.831 0.241 -0.2197
C -0.665304 -0.659248 -0.576938 0.365 -1.074 0.033 -0.3277
C -1.306614 0.247560 1.606863 -0.211 1.355 -2.256 -0.8575
C 0.136312 0.620833 -0.820728 -0.681 0.092 1.222 -1.0098
Si -0.996956 1.585505 0.476946 1.564 -0.993 0.713 1.2250
Si 2.011668 -0.219668 -0.481628 -1.213 -1.201 -0.254 0.8419
H -2.038406 -1.700276 0.703029 0.679 -0.014 0.143 0.2244
H -0.527368 -1.484693 -1.269486 -0.398 0.155 -0.111 0.2228
H -1.536028 0.226928 2.661959 -0.478 -0.308 -0.272 0.2437
H 0.096926 1.011029 -1.870183 0.161 -0.596 0.859 0.2647
H -1.283160 3.061435 0.472633 0.405 -0.392 0.226 -0.1532
H 1.705646 -1.319787 -1.540419 0.773 0.814 0.700 -0.1641
H 2.470168 -1.002615 0.815190 -1.124 0.947 -0.935 -0.1267
H 3.281754 0.491054 -0.763554 -0.349 0.383 -0.308 -0.1639
```
Positions in Å, forces in eV/Å.

Output
- Charge: 0
- HOMO-LUMO gap (spin up / spin down): 7.00 / 7.00 eV
- Energy relative to the best compared isomer or geometry (same formula, charge and spin): 47.4 kcal per mole
- HOMO (spin up / spin down): -7.255 / -7.254 eV
- E_tot: -20028.361 eV

***

The following is a quantum chemistry calculation of an isolated molecule of C15H14N6 at a distorted geometry, from the Open Molecules 2025 dataset.

XYZ file:
```
35
Properties=species:S:1:pos:R:3:forces:R:3:nbo_charge:R:1
C -4.287741 4.875112 -1.891133 0.795 -1.704 1.413 -0.3198
C -3.869870 4.045814 -0.870958 -1.088 1.765 -2.148 -0.2502
C -2.739680 3.133163 -0.976982 1.643 -1.209 1.142 0.1420
C -2.362255 2.275024 0.184953 0.772 -0.645 -1.515 -0.2292
C -1.342037 1.349902 0.053168 -0.499 1.597 -1.614 -0.1502
C -0.616270 1.351924 -1.222047 -1.009 0.301 0.654 0.1247
C 0.388805 0.588508 -1.774492 1.041 0.286 -1.746 -0.1915
C 1.209024 -0.480190 -1.151945 -0.344 -0.097 -1.023 0.2614
C 2.069256 -1.263725 -1.919080 0.222 0.231 -1.929 -0.3399
C 2.693534 -2.352101 -1.368525 0.180 0.405 0.246 0.0964
N 2.540078 -2.603521 -0.073817 0.118 -1.100 0.800 -0.5188
C 1.716056 -1.808557 0.605287 0.573 -0.093 0.350 0.5691
N 1.488750 -1.954248 1.946979 1.223 -1.034 0.291 -0.5901
C 2.185211 -2.972682 2.730144 -1.061 0.676 -0.313 -0.0686
C 1.862459 -3.076821 4.174292 -0.906 0.698 1.082 -0.4284
C 1.289538 -4.085360 3.207932 -0.100 -0.585 -0.109 -0.4222
N 1.064492 -0.776551 0.115242 -1.323 1.429 0.079 -0.5218
C 0.535377 1.134585 -3.146246 -0.664 0.195 2.686 0.0059
N -0.272097 2.174380 -3.341597 -0.541 -0.624 0.446 -0.2398
N -1.011487 2.272620 -2.197973 0.178 -0.479 0.782 0.0106
N -2.053062 3.126738 -2.086817 0.394 -0.245 -0.442 -0.1882
H -3.768063 4.885644 -2.875975 -0.537 0.106 0.975 0.2258
H -5.194355 5.450671 -1.703206 0.374 0.057 -0.333 0.2032
H -4.441860 4.041456 0.049756 0.141 -0.068 0.032 0.2106
H -2.942116 2.327887 1.090881 -0.117 0.075 0.099 0.2232
H -1.037399 0.633086 0.794528 -0.020 0.023 0.199 0.2515
H 2.220159 -1.052391 -2.977908 -0.110 -0.019 0.272 0.2109
H 3.371036 -2.995650 -1.971669 -0.590 0.418 0.632 0.2017
H 1.144575 -1.108717 2.369759 0.052 -0.106 0.202 0.4039
H 3.210551 -3.146511 2.476727 0.222 -0.226 -0.468 0.2242
H 1.154902 -2.326142 4.595068 0.609 -0.670 -0.325 0.2107
H 2.641479 -3.388075 4.890214 -0.434 0.190 -0.623 0.2248
H 1.692199 -5.101484 3.233275 -0.210 0.351 0.012 0.2167
H 0.214466 -4.000117 2.927568 1.105 -0.039 0.275 0.2257
H 1.246342 0.826329 -3.895406 -0.090 0.139 -0.081 0.2154
```
Positions in Å, forces in eV/Å.

Output
- Charge: 0
- HOMO-LUMO gap: 7.94 eV
- HOMO: -8.154 eV
- E_tot: -24720.139 eV

***

The following is a quantum chemistry calculation of C59H41CoIN7O5P2Se3 as an isolated structure, from the Open Molecules 2025 dataset.

XYZ file:
```
119
Properties=species:S:1:pos:R:3:forces:R:3:mulliken_spin:R:1
Co -0.192445 0.048732 0.236342 0.054 -0.530 0.017 0.9868
Se -0.792414 3.071998 7.068285 -0.047 0.139 0.350 0.0000
N -0.897029 3.737814 5.421445 -0.005 -0.015 -0.030 -0.0003
C -0.624725 2.761476 4.604989 0.044 -0.036 -0.185 0.0021
C -0.587174 2.917784 3.150124 -0.032 0.028 0.198 -0.0005
C -0.787377 4.124222 2.484101 -0.033 0.105 0.129 -0.0024
C -0.635096 4.156777 1.117115 0.046 -0.042 -0.107 0.0004
C -0.346696 2.974670 0.443456 -0.059 -0.030 -0.071 -0.0065
N -0.247510 1.805238 1.060015 -0.034 0.559 0.173 -0.0001
C -0.317632 1.786355 2.397090 0.090 -0.273 0.030 0.0220
C -0.022901 0.490162 3.008842 -0.097 0.150 -0.019 -0.0159
N 0.266201 -0.486387 2.148057 -0.037 0.021 -0.083 0.0049
C 0.648840 -1.654840 2.622671 0.043 -0.172 -0.165 0.0065
C 0.695777 -1.927534 3.987892 0.059 -0.011 -0.020 0.0018
C 0.364336 -0.935954 4.879360 -0.023 0.126 0.127 -0.0002
C 0.009990 0.319458 4.382770 -0.036 0.105 0.159 0.0017
C -0.321943 1.475521 5.215391 0.039 -0.158 -0.149 -0.0021
N -0.356844 1.435520 6.516670 -0.018 0.024 -0.033 0.0003
H -1.044227 5.013899 3.045423 0.042 -0.042 0.006 0.0001
H -0.753925 5.074359 0.557693 -0.009 -0.016 0.017 -0.0001
H -0.211889 2.952309 -0.628938 -0.079 -0.010 -0.038 0.0020
H 0.928461 -2.395206 1.886165 -0.019 0.048 -0.021 -0.0009
H 0.992199 -2.911557 4.323595 -0.025 0.022 -0.017 -0.0005
H 0.387298 -1.098649 5.949153 -0.008 0.000 -0.014 0.0001
Se -4.999745 4.946528 -0.842160 0.023 -0.002 0.010 -0.0005
P -4.201862 3.707321 -2.348924 0.004 -0.162 -0.040 0.0022
C -5.542110 2.773156 -3.166783 -0.049 0.092 -0.029 0.0008
C -5.741566 1.435155 -2.833652 0.071 -0.087 -0.115 0.0004
C -6.838261 0.743352 -3.329605 0.015 0.018 -0.015 -0.0005
C -7.746344 1.373684 -4.167146 0.040 -0.028 0.025 0.0002
C -7.571132 2.713968 -4.480605 0.026 0.027 -0.033 -0.0002
C -6.488424 3.412454 -3.969525 -0.020 -0.069 0.057 0.0001
C -3.291578 4.797800 -3.488259 -0.021 -0.003 -0.017 0.0001
C -2.041109 5.213953 -3.038366 0.075 0.048 -0.012 0.0004
C -1.377370 6.258198 -3.662821 0.074 -0.117 -0.012 -0.0002
C -1.943901 6.889594 -4.758878 0.026 0.013 -0.016 -0.0003
C -3.182872 6.475754 -5.221931 -0.029 -0.002 -0.015 -0.0002
C -3.859078 5.447576 -4.583268 0.139 -0.162 -0.064 0.0001
C -3.063100 2.417109 -1.759801 -0.077 -0.172 0.095 -0.0012
C -1.967332 1.602997 -2.137717 -0.075 0.008 -0.086 -0.0042
N -1.740600 0.785870 -1.075784 -0.224 0.232 -0.200 -0.0433
N -2.669421 1.038279 -0.152655 0.017 0.061 -0.057 0.0111
N -3.457672 2.003352 -0.530809 0.187 0.029 -0.076 0.0124
P -1.130769 1.137856 -3.713866 -0.161 0.081 0.090 0.0035
Se 0.265527 -0.388043 -3.501767 -0.029 -0.114 0.090 0.0003
C -2.531792 0.722400 -4.815643 0.021 0.027 0.086 0.0014
C -3.393212 1.684524 -5.339231 0.034 -0.050 -0.022 -0.0008
C -4.449822 1.307174 -6.154607 0.004 0.018 -0.010 0.0002
C -4.659755 -0.035073 -6.442006 -0.010 0.037 -0.010 0.0002
C -3.812187 -0.998004 -5.914172 0.045 -0.013 0.083 -0.0004
C -2.747033 -0.622119 -5.104397 -0.077 0.041 0.017 0.0011
C -0.299832 2.585677 -4.435495 0.010 0.029 -0.065 0.0017
C -0.478885 2.987705 -5.754841 0.009 0.088 0.076 0.0001
C 0.366739 3.940353 -6.313589 0.004 0.008 0.023 0.0001
C 1.412608 4.469471 -5.573481 -0.033 0.005 -0.022 -0.0004
C 1.614284 4.047995 -4.263937 -0.060 0.104 0.033 0.0003
C 0.761172 3.116464 -3.701774 -0.075 0.043 0.150 0.0007
H -5.044872 0.925666 -2.180858 0.005 0.028 -0.009 -0.0005
H -6.981873 -0.293054 -3.051137 -0.001 0.008 -0.015 0.0001
H -8.595255 0.828127 -4.560679 0.006 0.006 0.016 0.0000
H -8.288645 3.226257 -5.111283 0.022 -0.019 0.027 0.0000
H -6.411075 4.468132 -4.173309 -0.029 0.082 0.066 0.0001
H -1.600387 4.735604 -2.171574 0.012 -0.003 0.006 -0.0002
H -0.413257 6.576743 -3.291429 0.057 -0.018 -0.003 0.0000
H -1.420052 7.700359 -5.250087 -0.015 -0.007 0.016 0.0000
H -3.641131 6.967591 -6.071869 0.030 -0.032 0.010 -0.0001
H -4.825181 5.158124 -4.959118 -0.063 -0.046 -0.028 0.0002
H -3.227116 2.734218 -5.130296 -0.045 0.019 0.036 0.0002
H -5.116149 2.060951 -6.557056 0.016 -0.009 0.019 -0.0002
H -5.484784 -0.326587 -7.081349 0.005 -0.002 0.031 -0.0001
H -3.975817 -2.047104 -6.129231 0.008 0.023 0.006 -0.0001
H -2.070240 -1.359241 -4.687010 -0.014 -0.006 -0.032 0.0000
H -1.258123 2.545292 -6.359554 0.007 0.023 -0.014 -0.0001
H 0.215484 4.254811 -7.339260 0.001 -0.021 0.017 -0.0001
H 2.081231 5.196646 -6.019101 -0.022 -0.020 0.011 0.0000
H 2.443491 4.441516 -3.687264 -0.034 -0.027 -0.007 0.0001
H 0.945248 2.751189 -2.696122 -0.016 -0.027 -0.041 -0.0007
O -2.281198 -1.431742 1.124927 -0.131 0.013 0.113 0.0168
C -2.122711 -2.734234 0.578371 0.167 0.017 -0.259 -0.0090
C -0.805592 -2.793419 -0.289647 -0.129 0.273 0.164 -0.0077
O -0.521054 -3.878739 -0.780167 -0.012 0.042 0.015 -0.0013
O -0.134329 -1.715859 -0.407871 0.151 -0.630 -0.195 -0.0222
C -2.042765 -3.676529 1.780014 0.122 0.025 0.083 0.0013
C -3.131910 -3.705036 2.649456 0.003 0.040 0.104 0.0015
C -3.108746 -4.474838 3.801596 0.003 -0.020 -0.022 0.0001
C -1.986854 -5.238418 4.106108 0.065 0.019 -0.033 -0.0002
C -0.902262 -5.227793 3.241014 -0.088 0.029 -0.021 -0.0003
C -0.931361 -4.454352 2.082584 -0.036 -0.112 -0.008 -0.0008
C -3.262734 -3.131879 -0.354805 0.025 -0.084 -0.062 0.0184
C -3.656834 -4.464658 -0.449758 -0.022 -0.007 -0.007 -0.0013
C -4.642074 -4.854071 -1.343839 -0.008 -0.015 0.010 -0.0002
C -5.251435 -3.917594 -2.167025 0.002 0.024 -0.027 -0.0003
C -4.845577 -2.593646 -2.101875 0.050 -0.003 0.032 0.0003
C -3.854871 -2.205412 -1.208751 0.032 -0.074 0.057 -0.0046
H -2.946442 -0.904174 0.661454 0.131 0.056 -0.049 -0.0042
H -4.005194 -3.105031 2.420070 0.033 0.005 0.001 -0.0007
H -3.968251 -4.485535 4.462742 0.037 0.024 -0.026 0.0000
H -1.961166 -5.837446 5.009421 -0.010 0.009 -0.037 0.0000
H -0.026905 -5.829564 3.458573 -0.021 0.018 -0.005 -0.0001
H -0.095480 -4.482712 1.395078 -0.044 0.004 0.014 0.0000
H -3.173383 -5.204967 0.173795 -0.018 0.004 -0.024 0.0001
H -4.927363 -5.897840 -1.406162 0.000 0.028 0.025 0.0000
H -6.025234 -4.219378 -2.863881 0.039 0.008 0.014 -0.0001
H -5.279230 -1.858736 -2.766311 -0.019 0.055 -0.044 -0.0005
H -3.522701 -1.176781 -1.209380 0.034 0.133 -0.002 0.0025
I 7.449229 4.443119 -1.569473 -0.053 -0.038 0.034 0.0000
C 5.910482 3.152472 -0.955337 0.057 0.086 -0.051 0.0005
C 4.655516 3.276324 -1.531104 -0.095 -0.099 0.045 -0.0002
C 3.648035 2.408154 -1.127316 0.019 -0.044 -0.050 0.0036
C 3.880952 1.441462 -0.156235 -0.040 0.109 0.004 0.0060
C 5.145530 1.343209 0.407630 0.106 0.037 0.041 -0.0002
C 6.171051 2.192571 0.010055 -0.077 -0.049 0.010 -0.0003
C 2.754440 0.535197 0.331471 0.137 -0.279 0.100 -0.0008
O 2.963397 -0.120386 1.362234 -0.089 0.173 -0.181 0.0002
O 1.710569 0.558470 -0.388421 -0.085 0.235 -0.028 0.0224
H 4.463998 4.032845 -2.281259 0.040 -0.028 0.003 0.0000
H 2.659374 2.449054 -1.568002 0.096 0.023 0.026 -0.0014
H 5.312089 0.592605 1.170686 -0.039 0.027 -0.025 -0.0001
H 7.154856 2.111803 0.452814 -0.002 -0.006 -0.021 -0.0002
```
Positions in Å, forces in eV/Å.

Output
- Charge: -1
- HOMO-LUMO gap (spin up / spin down): 6.46 / 6.45 eV
- Energy relative to the best compared isomer or geometry (same formula, charge and spin): 0.0 kcal per mole
- HOMO (spin up / spin down): -5.471 / -5.461 eV
- Spin multiplicity: 2
- E_tot: -342866.968 eV